Record 1
ORCA calculation (ωB97M-V with the def2-TZVPD basis set) on a structure of composition C27H23F6I2KN6O10S2.

XYZ file:
```
77
Properties=species:S:1:pos:R:3:mulliken_charge:R:1
K -0.2500 -0.1369 0.1679 1.074
I -6.5187 -5.5912 -1.0062 -0.050
C -4.7215 -4.6045 -0.5720 -0.277
C -4.6936 -3.6243 0.4056 -0.535
C -3.5001 -2.9777 0.6656 -0.070
I -3.4040 -1.5303 2.1748 0.070
C -2.2800 -3.2393 -0.0286 0.217
O -1.2045 -2.6058 0.1907 -0.782
C -2.3607 -4.3058 -0.9900 0.861
C -1.0760 -4.7662 -1.6435 -1.507
N -0.2858 -3.7787 -2.3684 -0.326
C -1.0370 -3.0897 -3.4023 -0.499
C -0.1252 -2.2817 -4.2951 0.535
C -0.2110 -0.8941 -4.3326 -0.390
C 0.6493 -0.1846 -5.1543 -0.360
C 1.5756 -0.8857 -5.9085 -0.606
C 1.5827 -2.2693 -5.8094 -0.274
N 0.7555 -2.9620 -5.0352 -0.588
C -3.5545 -4.9439 -1.2536 -0.480
H -5.5862 -3.3655 0.9588 0.349
H -1.3090 -5.5887 -2.3301 0.485
H -0.4233 -5.1711 -0.8640 0.340
H 0.0408 -3.0985 -1.6878 0.238
H -1.8158 -2.4263 -2.9970 0.265
H -1.5492 -3.8404 -4.0141 0.416
H -0.9102 -0.3745 -3.6914 0.259
H 0.6101 0.8970 -5.1856 0.557
H 2.2838 -0.3771 -6.5499 0.395
H 2.2922 -2.8527 -6.3899 0.373
H -3.5717 -5.7342 -1.9970 0.283
O 1.8519 -0.5708 -1.5332 -0.477
C 2.4926 0.2653 -2.1389 -0.471
C 2.0371 1.5203 -2.7166 1.204
C 2.9988 2.2343 -3.4171 -0.396
C 2.6896 3.4104 -4.0720 -0.464
C 1.3729 3.9234 -4.0216 -0.360
C 0.4097 3.2517 -3.3420 -0.686
C 0.6615 1.9976 -2.6533 0.335
O -0.2629 1.3900 -2.0837 -0.834
N 3.7018 4.1079 -4.8032 1.024
O 4.8422 3.6532 -4.8251 -0.682
O 3.3930 5.1390 -5.3951 -0.689
H 3.5778 0.0899 -2.3074 0.170
H 4.0132 1.8583 -3.4670 0.441
H 1.1596 4.8542 -4.5281 0.473
H -0.6026 3.6301 -3.2798 0.389
N 1.2969 -0.8943 2.5992 -0.775
C 0.5318 -0.6889 3.4413 0.600
N -0.3685 -0.4839 4.4033 0.255
C -0.1027 0.6054 5.3543 0.383
C 0.7749 0.1046 6.4834 -0.566
O 0.2038 -1.0358 7.1206 -0.419
C 0.0293 -2.0976 6.1967 -0.551
C -0.8881 -1.6909 5.0570 -0.607
H -1.0695 0.9354 5.7413 0.204
H 0.3602 1.4347 4.8284 -0.382
H 0.8910 0.8708 7.2486 0.382
H 1.7687 -0.1515 6.0919 0.322
H -0.3944 -2.9346 6.7529 0.349
H 1.0048 -2.4020 5.7914 0.307
H -1.8817 -1.4516 5.4420 0.270
H -0.9912 -2.4813 4.3154 0.392
F -1.9129 5.3384 3.1384 -0.198
C -2.1226 4.0519 2.8757 0.449
F -2.3379 3.4164 4.0351 -0.223
F -3.2363 3.9575 2.1416 -0.203
S -0.7065 3.2801 1.9565 0.963
O -1.2769 2.0293 1.5339 -0.585
O -0.3181 4.2522 0.9819 -0.611
N 0.3659 2.9609 3.0681 -0.397
S 1.4110 3.9974 3.6471 1.084
O 0.9548 5.3531 3.7353 -0.661
O 2.0232 3.3793 4.7910 -0.698
C 2.7897 4.0388 2.4080 0.640
F 2.4955 4.7842 1.3517 -0.201
F 3.8753 4.5626 2.9986 -0.251
F 3.0927 2.8085 1.9968 -0.223
```

Output
E_LUMO	3.310	eV
total charge	-2
HOMO energy	-2.9	eV
orbital gap	6.25	eV
relative energy (zero: lowest compared OMol25 entry of this formula, charge and spin)	11.5	kcal/mol

---

Record 2
ORCA calculation (ωB97M-V with the def2-TZVPD basis set) on a structure of composition C27H23FI3N4O3Pr at a distorted geometry.

XYZ file:
```
62
Properties=species:S:1:pos:R:3:mulliken_charge:R:1
Pr 0.1702 0.0055 0.1209 1.500
C -1.7168 0.6968 3.9611 -0.868
C -0.8692 1.8687 3.6664 0.533
N -1.1944 3.0980 4.0510 -0.623
C -0.4266 4.0921 3.6845 -0.822
C 0.7159 4.0147 2.9089 0.519
C 1.3079 5.3370 2.6280 -0.614
O 2.6429 5.1959 2.2245 -0.535
C 1.0337 2.7533 2.3316 -0.035
C 1.9854 2.6316 1.2874 -0.755
N 2.2230 1.4947 0.6207 -0.010
C 3.0152 1.4066 -0.4935 0.328
C 3.0189 2.3522 -1.5743 -0.019
C 3.7988 2.1295 -2.7405 -0.930
C 4.4769 0.9254 -2.8635 -0.300
C 4.5002 0.0262 -1.7973 -0.527
C 3.7133 0.2453 -0.7227 0.009
I 3.5899 -1.1500 0.9748 0.033
C 0.2509 1.6682 2.7869 0.881
O 0.4326 0.4945 2.3203 -0.829
H -2.0721 0.8109 5.0125 0.448
H -1.2005 -0.3288 3.8686 0.164
H -2.5668 0.7134 3.2622 -0.008
H -0.7783 5.0744 4.0687 0.311
H 1.2638 5.9868 3.5034 0.495
H 0.7344 5.8262 1.8327 0.241
H 3.1598 5.9785 2.4538 0.305
H 2.5433 3.5647 0.9964 0.716
H 2.4044 3.2227 -1.3821 0.505
H 4.0373 2.9007 -3.4580 0.390
H 5.0816 0.6460 -3.7604 0.357
H 5.1694 -0.8434 -1.8642 0.384
I -5.9726 -5.6299 -0.2132 0.119
C -4.5531 -4.1987 -0.1509 -0.308
C -4.9466 -2.8561 -0.4240 -0.486
C -4.2691 -1.7610 0.1976 -0.446
I -5.1232 -0.0449 1.0996 0.005
C -2.8612 -1.8576 0.4503 0.353
O -2.1392 -0.7737 0.6472 -0.506
C -2.3971 -3.2499 0.5310 0.885
C -0.9518 -3.5832 0.8093 -1.662
N 0.0174 -2.7520 0.0084 0.052
C 0.0725 -3.3473 -1.3906 -0.874
C -0.1903 -2.3383 -2.4797 0.603
C -0.5167 -2.7698 -3.7650 -0.977
C -0.7222 -1.8464 -4.7413 -0.276
C -0.6515 -0.4789 -4.5107 -1.057
C -0.2495 -0.1159 -3.1976 -0.097
N -0.0139 -1.0120 -2.2619 0.107
C -3.2561 -4.3376 0.4034 -0.631
H -5.8035 -2.6699 -0.9947 0.565
H -0.7118 -4.6293 0.6860 0.469
H -0.7655 -3.2772 1.8694 0.414
H 0.9817 -2.9604 0.3474 0.188
H -0.7786 -4.1191 -1.2991 0.353
H 1.0257 -3.9223 -1.5441 0.428
H -0.4668 -3.8223 -3.9792 0.481
H -1.0320 -2.1553 -5.7324 0.373
H -0.7452 0.3002 -5.2140 0.512
H -0.3018 0.9252 -2.8527 0.492
H -2.9024 -5.2878 0.7904 0.377
F -0.2207 1.7334 -0.9977 -0.700
```

Output
<S²>	2.0015
E_LUMO (spin up / spin down)	-0.568 / -0.561	eV
multiplicity	3
HOMO energy (spin up / spin down)	-7.0 / -7.1	eV
orbital gap (spin up / spin down)	6.48 / 6.50	eV
relative energy (zero: lowest compared OMol25 entry of this formula, charge and spin)	27.8	kcal/mol

---

Record 3
ORCA calculation (ωB97M-V with the def2-TZVPD basis set) on a structure of composition C27H23GeN2TeW at a distorted geometry.

XYZ file:
```
55
Properties=species:S:1:pos:R:3:nbo_charge:R:1
W 0.8417 -0.4055 0.8802 0.662
N 0.9556 -1.3223 2.9843 -0.844
C 0.2343 -2.5936 2.9634 0.147
C -0.1308 -3.2755 4.1006 -0.188
C -0.7174 -4.5447 3.9904 -0.176
C -0.8679 -5.1523 2.7695 -0.138
C -0.5155 -4.4753 1.5821 -0.080
C -0.5984 -5.0316 0.2855 -0.048
C -0.3060 -4.2451 -0.8091 -0.256
C 0.0456 -2.9099 -0.6189 0.121
N 0.2081 -2.3627 0.5913 -0.496
C -0.0293 -3.1442 1.6917 0.117
H 1.9493 -1.5430 3.1712 0.433
H 0.6507 -0.7670 3.7983 0.422
H 0.0532 -2.8540 5.0772 0.243
H -1.0076 -5.0539 4.8930 0.252
H -1.2443 -6.1615 2.7005 0.247
H -0.8909 -6.0623 0.1620 0.250
H -0.3524 -4.6485 -1.8093 0.260
H 0.2198 -2.2479 -1.4696 0.225
Te 3.0193 -0.1017 -0.4660 0.208
C -3.5669 -0.3997 -0.0456 -0.167
C -3.2440 -0.0110 -1.3356 -0.140
C -1.9854 0.5079 -1.6280 -0.222
C -1.0538 0.6583 -0.6161 -0.243
C -1.3882 0.2534 0.6873 -0.349
C -2.6359 -0.2727 0.9810 -0.159
Ge 0.8402 1.4700 -0.9348 1.206
C 1.0301 1.7827 -2.8834 -0.341
C 1.1089 3.0526 -3.4365 -0.237
C 1.3073 3.1883 -4.8010 -0.187
C 1.4247 2.0654 -5.6044 -0.156
C 1.3635 0.7983 -5.0459 -0.199
C 1.1578 0.6537 -3.6873 -0.256
C 0.9602 2.8436 0.5266 -0.376
C 2.1898 3.4513 0.7953 -0.235
C 2.2498 4.5541 1.6301 -0.182
C 1.0906 5.0476 2.2095 -0.157
C -0.1279 4.4269 1.9758 -0.200
C -0.1995 3.3347 1.1288 -0.250
H -4.5420 -0.8058 0.1739 0.251
H -3.9765 -0.1001 -2.1237 0.251
H -1.7377 0.8237 -2.6341 0.252
H -0.6817 0.5103 1.5570 0.188
H -2.8966 -0.5638 1.9881 0.243
H 1.0205 3.9293 -2.8094 0.229
H 1.3835 4.1745 -5.2340 0.239
H 1.5725 2.1755 -6.6672 0.237
H 1.4914 -0.0749 -5.6648 0.233
H 1.1060 -0.3454 -3.2618 0.205
H 3.0988 3.0975 0.3194 0.227
H 3.1997 5.0339 1.8171 0.239
H 1.1241 5.9314 2.8267 0.240
H -1.0316 4.7984 2.4323 0.236
H -1.1713 2.9101 0.8967 0.215
```

Output
<S²>	0.7713
E_LUMO (spin up / spin down)	-7.395 / -7.510	eV
multiplicity	2
total charge	+2
HOMO energy (spin up / spin down)	-13.5 / -13.9	eV
orbital gap (spin up / spin down)	6.06 / 6.34	eV
relative energy (zero: lowest compared OMol25 entry of this formula, charge and spin)	17.3	kcal/mol

---

Number 1 is which compound?
C27H23F6I2KN6O10S2

---

Among the records above, which one has the highest relative energy (zero: lowest compared OMol25 entry of this formula, charge and spin)?
C27H23FI3N4O3Pr

---

The lowest relative energy (zero: lowest compared OMol25 entry of this formula, charge and spin) belongs to which entry?
C27H23F6I2KN6O10S2

---

Among the records above, which one has the highest relative energy (zero: lowest compared OMol25 entry of this formula, charge and spin)?
C27H23FI3N4O3Pr